*P*
# C2H6N2O

A cluster of 2 separate species, C2H6N2O in total (wB97M-V/def2-TZVPD, OMol25).

Properties
E_HOMO (alpha / beta): -8.68 / -9.05 eV
<S²>: 2.0695
multiplicity: 3

```
11
Properties=species:S:1:pos:R:3:mulliken_spin:R:1
O 0.18 0.99 -0.29 -0.0084
N -0.83 1.42 0.27 0.0650
N 0.62 -1.22 -0.20 1.7617
C 1.04 -1.36 -1.54 -0.0237
C -1.01 1.12 1.66 0.0005
H 0.96 -0.40 -2.20 0.0591
H -0.08 0.87 1.98 -0.0014
H 0.17 -1.90 -2.00 0.0872
H -1.47 2.03 2.01 0.0072
H -1.58 0.26 1.71 0.0019
H 1.99 -1.81 -1.41 0.0510
```

***

*Q*
# C2H6N2O

A cluster of 2 separate species, C2H6N2O in total (wB97M-V/def2-TZVPD, OMol25).

Properties
E_HOMO (alpha / beta): -5.99 / -10.19 eV
<S²>: 2.0070
multiplicity: 3

```
11
Properties=species:S:1:pos:R:3:mulliken_spin:R:1
O 0.47 1.84 -0.45 0.3492
N -1.59 -0.68 0.82 0.0089
N -1.26 0.58 0.31 0.2052
C 1.83 -0.48 -0.85 0.9792
C 0.12 0.71 -0.23 0.4837
H -1.50 1.41 0.85 -0.0054
H 2.53 0.30 -0.59 -0.0113
H 1.85 -1.38 -0.27 0.0007
H 1.60 -0.56 -1.89 -0.0092
H -2.47 -1.02 0.45 -0.0007
H -1.59 -0.74 1.84 -0.0004
```

***

Which structure is the most stable? The one labeled *Q*.

***

*P*
# C2H10N2O

A cluster of 2 separate species, C2H10N2O in total (wB97M-V/def2-TZVPD, OMol25).

Properties
E_HOMO: -7.69 eV

```
15
Properties=species:S:1:pos:R:3:lowdin_charge:R:1
O 0.96 -2.05 -1.30 -0.1794
N 0.63 1.74 1.57 0.0230
N -0.26 0.00 -0.75 -0.0368
C -1.54 -0.71 -0.82 -0.0776
C 0.98 -1.14 -0.43 -0.4582
H 1.47 1.20 1.75 0.0318
H -0.24 0.75 -0.05 0.0715
H 1.85 -0.44 -0.39 0.0893
H 0.07 1.65 2.41 0.0299
H 0.68 -1.39 0.62 0.0932
H -1.84 -0.98 0.19 0.0876
H -2.31 -0.10 -1.31 0.0816
H -0.02 0.38 -1.67 0.1360
H -1.35 -1.62 -1.39 0.0814
H 0.92 2.71 1.55 0.0268
```

***

*Q*
# C2H10N2O

A cluster of 2 separate species, C2H10N2O in total (wB97M-V/def2-TZVPD, OMol25).

Properties
E_HOMO: -8.93 eV

```
15
Properties=species:S:1:pos:R:3:lowdin_charge:R:1
O -1.66 2.25 2.03 -0.0828
N -1.43 0.22 -0.54 -0.0124
N 2.05 -1.18 -0.19 -0.0049
C 0.96 -0.31 0.05 -0.3259
C -0.17 -0.45 -0.98 -0.2830
H -1.96 0.42 -1.40 0.0728
H -1.45 1.73 1.25 -0.0256
H 0.45 -0.41 1.02 0.0998
H 0.18 -0.10 -1.96 0.1039
H 2.00 -2.17 -0.33 0.0661
H -1.98 -0.60 -0.27 0.0743
H -0.32 -1.53 -1.11 0.1003
H 1.26 0.74 0.02 0.1140
H 2.97 -0.78 -0.22 0.0670
H -0.89 2.15 2.62 0.0363
```

***

Which structure is the most stable? The one labeled *Q*.

***

*P*
# C3H2NO2S

The ion C3H2NO2S with charge -1 (wB97M-V/def2-TZVPD, OMol25).

Properties
E_HOMO (alpha / beta): -1.70 / -4.36 eV
<S²>: 2.0218
charge: -1
multiplicity: 3

```
9
Properties=species:S:1:pos:R:3:mulliken_spin:R:1
S 0.66 1.30 -0.87 0.1112
O 1.42 1.93 0.29 0.0859
O -0.77 1.75 -0.91 0.3842
N 0.10 -2.15 -1.91 0.2575
C 0.09 -1.43 -0.99 -0.0734
C 0.15 -0.39 -0.06 0.4527
C -0.42 -0.40 1.22 0.7811
H -0.29 0.59 1.69 -0.0083
H -0.95 -1.21 1.56 0.0091
```

***

*Q*
# C3H2NO2S

A structure of composition C3H2NO2S (wB97M-V/def2-TZVPD, OMol25).

Properties
E_HOMO (alpha / beta): -1.21 / -4.31 eV
<S²>: 2.0268
charge: -1
multiplicity: 3

```
9
Properties=species:S:1:pos:R:3:mulliken_spin:R:1
S -1.58 0.82 0.42 0.7214
O 0.13 -0.95 2.16 0.1777
O 1.78 -1.31 -0.26 0.2507
N 0.16 -0.18 -1.35 0.0317
C 0.27 -0.21 1.19 -0.0159
C -0.84 0.58 -1.14 0.4954
C 0.76 -0.63 -0.23 0.1828
H 0.67 1.07 1.40 0.1250
H -1.35 0.82 -2.18 0.0312
```

***

Which structure is the most stable? The one labeled *P*.

***

*P*
# C4H14N4

A cluster of 2 separate species, C4H14N4 in total (wB97M-V/def2-TZVPD, OMol25).

Properties
E_HOMO (alpha / beta): -18.04 / -18.04 eV
charge: +2

```
22
Properties=species:S:1:pos:R:3:lowdin_charge:R:1
N -0.60 -1.10 -2.61 0.1709
N 0.38 0.34 0.71 0.0562
N -1.61 1.99 1.49 0.3014
N -0.63 1.77 2.24 0.0944
C 1.73 1.15 2.63 -0.0030
C 1.41 -0.47 0.27 -0.1208
C -2.08 -1.55 -2.73 0.0376
C 0.53 1.05 1.78 -0.3097
H 2.41 1.91 2.10 0.1483
H 1.31 -0.68 -0.91 0.1087
H -0.61 -0.43 -1.89 0.1020
H 2.31 0.24 2.79 0.1065
H -2.35 2.54 1.97 0.1528
H -0.22 -2.00 -2.37 0.1503
H -0.12 -0.80 -3.51 0.2088
H 1.30 -1.50 0.51 0.0938
H 2.44 -0.05 0.57 0.1242
H -2.42 -1.91 -1.78 0.1055
H -2.70 -0.74 -2.95 0.0822
H 1.53 1.54 3.63 0.0944
H -2.19 -2.21 -3.56 0.1037
H -0.47 2.27 3.11 0.1920
```

***

*Q*
# C4H14N4

The ion C4H14N4 with charge +2 (wB97M-V/def2-TZVPD, OMol25).

Properties
E_HOMO (alpha / beta): -19.33 / -17.93 eV
charge: +2

```
22
Properties=species:S:1:pos:R:3:lowdin_charge:R:1
N 0.38 1.42 1.02 -0.0222
N 0.42 0.71 -0.11 0.1189
N 0.94 -1.96 -1.73 0.2859
N 0.44 -1.59 -0.50 0.1126
C -0.50 -0.59 -0.25 -0.5048
C -1.35 -0.13 -1.44 -0.0108
C -1.44 -0.67 0.90 0.0141
C 1.50 2.09 1.52 -0.0320
H 0.33 -1.86 -2.51 0.1453
H 1.67 -2.62 -1.55 0.1637
H -0.73 0.19 -2.33 0.1165
H -2.44 -0.82 0.44 0.1269
H -1.87 -1.08 -1.64 0.1133
H -1.92 0.79 -1.15 0.1343
H -0.67 1.70 1.35 0.2480
H 1.35 2.45 2.58 0.1425
H 1.41 0.60 -0.42 0.1769
H -1.09 -1.48 1.67 0.1521
H -1.39 0.21 1.56 0.0798
H 0.80 -2.15 0.23 0.1763
H 1.68 3.13 1.17 0.1348
H 2.48 1.66 1.18 0.1281
```

***

Which structure is the most stable? The one labeled *P*.

***

*P*
# C3H8O2S2

An isolated molecule of C3H8O2S2 (wB97M-V/def2-TZVPD, OMol25).

Properties
E_HOMO: -8.52 eV

```
15
Properties=species:S:1:pos:R:3:lowdin_charge:R:1
S 2.72 -0.11 -0.47 0.8090
S -0.52 -1.04 0.32 0.9700
O 3.82 -1.00 -0.24 -0.4670
O 1.24 -0.93 -0.29 -0.7634
C -1.35 -2.43 0.29 -0.3406
C 2.54 0.92 1.04 -0.2712
C -1.31 -0.08 -1.04 -0.2281
H -1.12 -2.90 1.15 -0.0513
H -1.01 0.97 -1.07 0.0654
H 3.48 1.25 1.55 0.0592
H 2.00 1.85 0.92 0.0356
H -1.76 -3.19 -0.49 0.0791
H 2.08 0.35 1.89 0.0579
H -1.08 -0.47 -1.96 0.0292
H -2.30 0.00 -0.75 0.0163
```

***

*Q*
# C3H8O2S2

A cluster of 2 separate species, C3H8O2S2 in total (wB97M-V/def2-TZVPD, OMol25).

Properties
E_HOMO: -8.91 eV

```
15
Properties=species:S:1:pos:R:3:lowdin_charge:R:1
S -3.73 -0.13 1.08 0.3324
S -1.94 -0.07 2.11 0.4060
O 4.75 -3.49 -1.69 -0.0624
O 1.09 0.80 -1.43 0.0385
C -0.96 1.34 -0.07 -0.2602
C -0.69 1.09 1.43 -0.5285
C 0.08 1.44 -1.16 -0.2561
H -0.56 1.87 2.25 0.0840
H 4.43 -4.08 -1.01 0.0231
H 4.36 -2.66 -1.36 0.0392
H -3.63 -1.43 0.88 -0.2047
H -0.25 2.20 -1.86 0.1032
H 0.24 0.38 1.46 0.0993
H -1.63 0.46 -0.29 0.0555
H -1.56 2.27 -0.35 0.1306
```

***

Which structure is the most stable? The one labeled *Q*.